C42H61BCaN9O3 | ωB97M-V/def2-TZVPD

```
117
Properties=species:S:1:pos:R:3:forces:R:3
Ca 0.9644 -1.4397 0.9388 -0.19 0.04 -0.96
C -3.5606 -2.3386 2.9115 0.02 0.05 0.00
C -3.1141 -1.6009 1.6463 0.00 -0.03 0.03
C -4.2484 -0.7382 1.0928 0.02 0.03 -0.04
C -2.6261 -2.5830 0.6228 -0.09 0.02 0.14
C -3.3948 -3.4490 -0.1782 0.00 0.03 -0.06
C -2.4632 -4.1614 -0.9034 -0.05 0.10 0.00
N -1.2421 -3.7288 -0.5500 -0.09 -0.32 0.18
N -1.3328 -2.7688 0.3914 0.23 0.01 -0.13
B 0.1127 -4.2443 -1.0735 -0.08 0.07 0.09
N 0.7127 -3.1512 -2.0071 0.20 -0.39 -0.21
C 0.3743 -3.0182 -3.3024 0.10 -0.07 0.03
C 1.2193 -2.0955 -3.8760 -0.02 0.00 0.08
C 2.0728 -1.7029 -2.8231 0.13 -0.02 -0.09
N 1.7576 -2.3493 -1.7050 -0.30 0.28 0.16
C 3.2810 -0.8091 -2.9104 0.20 0.01 -0.03
C 3.6776 -0.2264 -1.5608 0.05 -0.25 0.09
C 3.1037 0.2883 -3.9583 0.80 -0.03 0.13
N 1.0553 -4.6534 0.0653 0.16 0.01 -0.26
C 1.4141 -5.9255 0.3075 -0.02 -0.06 0.09
C 2.2689 -5.9414 1.3835 -0.08 -0.03 -0.01
C 2.3952 -4.5902 1.7549 0.19 0.00 -0.14
N 1.6741 -3.8217 0.9426 -0.27 -0.24 0.13
C 3.2473 -4.0213 2.8531 -0.06 0.05 0.01
C 2.4866 -3.9482 4.1788 -0.01 -0.08 0.02
C 4.5279 -4.8363 3.0254 0.03 0.03 -0.03
H -4.0164 -1.6422 3.6196 0.03 0.00 0.01
H -4.2951 -3.1088 2.6599 -0.03 0.01 0.01
H -2.7061 -2.8019 3.4028 -0.01 0.00 -0.02
H -2.2696 -0.9617 1.9141 -0.01 -0.01 -0.01
H -5.1531 -1.3339 0.9401 0.00 -0.01 -0.02
H -4.4914 0.0614 1.7964 -0.02 -0.01 0.01
H -3.9792 -0.2843 0.1357 0.02 -0.01 0.03
H -4.4674 -3.5427 -0.2153 0.00 0.00 0.01
H -2.5802 -4.9378 -1.6417 0.02 -0.03 0.02
H -0.1187 -5.2335 -1.7284 -0.02 0.06 -0.05
H -0.4310 -3.5976 -3.7258 0.02 -0.04 0.02
H 1.2260 -1.7679 -4.9020 0.02 -0.02 -0.01
H 4.1058 -1.4498 -3.2488 -0.03 -0.04 -0.02
H 2.8640 0.3653 -1.1337 0.82 -0.51 -0.02
H 3.9137 -1.0051 -0.8398 0.14 -0.01 -0.42
H 4.5534 0.4186 -1.6740 0.05 0.02 0.00
H 2.3204 0.9882 -3.6534 2.62 -1.57 -0.74
H 4.0322 0.8528 -4.0668 0.15 -0.08 -0.02
H 2.8382 -0.1119 -4.9383 -0.05 0.02 -0.07
H 1.0319 -6.7266 -0.3025 -0.01 0.01 -0.02
H 2.7399 -6.8005 1.8289 0.01 0.01 0.01
H 3.5322 -3.0158 2.5410 -0.04 0.04 0.00
H 2.2466 -4.9550 4.5364 0.01 0.00 0.00
H 3.1006 -3.4562 4.9376 -0.01 -0.01 0.00
H 1.5555 -3.3941 4.0852 -0.03 0.07 -0.03
H 4.3086 -5.8399 3.4017 0.00 0.00 -0.01
H 5.0683 -4.9339 2.0826 0.00 0.02 0.01
H 5.1852 -4.3481 3.7476 0.00 -0.01 0.00
C -0.8227 4.9605 4.4371 0.00 0.00 0.00
C -0.3757 5.0212 2.9705 0.01 0.01 -0.01
C -1.4388 5.7773 2.1730 0.01 -0.01 0.00
C 0.9479 5.7912 2.8691 0.00 -0.01 0.00
C -0.1623 3.6021 2.4519 0.00 0.02 0.03
C 0.7426 2.7547 3.0815 -0.01 0.00 0.03
C 0.9346 1.4743 2.5979 -0.07 0.10 -0.01
N 0.2893 1.0040 1.5346 0.17 -0.03 0.07
C -0.5842 1.7934 0.9244 -0.07 -0.14 -0.13
C -0.8384 3.0930 1.3521 0.01 0.01 -0.02
C -1.2853 1.1852 -0.2512 0.07 0.09 0.00
C -2.3002 1.8590 -0.9296 -0.03 0.03 -0.02
C -2.9225 1.2756 -2.0239 0.02 0.04 0.00
C -2.4725 0.0132 -2.3974 0.02 0.02 0.00
C -1.4671 -0.5919 -1.6667 -0.02 -0.10 -0.04
N -0.8841 -0.0306 -0.6115 0.13 0.01 0.01
C -4.0682 1.9411 -2.7804 0.01 0.00 0.00
C -3.7145 2.0327 -4.2706 0.00 0.00 0.00
C -5.3294 1.0837 -2.6040 0.00 0.00 -0.01
C -4.3603 3.3509 -2.2667 0.00 -0.01 0.01
H -1.0058 5.9695 4.8145 0.00 0.00 0.00
H -0.0654 4.4956 5.0683 0.00 0.00 0.00
H -1.7418 4.3807 4.5377 0.00 0.01 0.00
H -1.5511 6.7835 2.5812 0.00 0.00 0.00
H -2.4100 5.2816 2.2301 0.00 0.00 0.00
H -1.1604 5.8733 1.1216 0.00 0.00 0.00
H 0.8252 6.8038 3.2613 0.00 0.00 0.00
H 1.2755 5.8598 1.8299 0.00 0.00 0.00
H 1.7384 5.2988 3.4355 0.00 0.01 0.01
H 1.3028 3.0733 3.9505 0.00 0.00 0.00
H 1.6268 0.7987 3.0791 0.00 -0.02 -0.02
H -1.5560 3.7017 0.8255 0.01 0.01 0.00
H -2.6113 2.8321 -0.5847 -0.01 -0.01 -0.01
H -2.9010 -0.5158 -3.2387 0.00 -0.01 0.01
H -1.1183 -1.5832 -1.9354 -0.07 0.13 0.05
H -3.5499 1.0479 -4.7083 0.01 0.00 0.01
H -2.8082 2.6240 -4.4189 0.00 0.00 0.00
H -4.5285 2.5125 -4.8188 -0.01 0.00 0.00
H -5.1860 0.0802 -3.0063 0.00 0.00 0.00
H -6.1737 1.5438 -3.1234 0.00 0.00 -0.01
H -5.5844 0.9853 -1.5473 0.00 0.00 0.00
H -3.4855 3.9991 -2.3526 0.00 0.00 -0.01
H -4.6808 3.3399 -1.2234 0.00 0.00 0.00
H -5.1653 3.7921 -2.8573 0.00 0.00 0.00
N -0.5173 -1.3731 4.1657 -0.02 -0.03 0.01
C -0.0220 -1.5331 3.1262 -0.18 0.01 0.87
C 5.0098 1.1258 1.5550 -0.05 0.00 0.01
O 3.6328 0.7863 1.4959 0.02 0.04 -0.01
C 3.3371 -0.5936 1.3048 0.16 0.04 0.58
O 4.3191 -1.3184 1.2493 0.07 -0.03 0.22
H 5.0555 2.2048 1.7079 0.03 0.01 0.00
H 5.5263 0.8596 0.6293 0.01 0.01 0.01
H 5.5169 0.6115 2.3748 0.01 0.01 0.00
C 0.7413 1.4394 -3.8455 -2.07 0.54 -0.22
C 1.4687 2.0079 -2.6534 -0.57 1.00 0.69
C 2.0918 3.3770 -2.8248 -0.01 0.00 -0.05
O 1.5604 1.4168 -1.6070 -1.24 0.77 -0.04
H 1.1945 1.7696 -4.7816 -0.22 0.03 0.02
H -0.2851 1.8152 -3.8182 -0.23 0.14 0.05
H 0.7158 0.3520 -3.7958 -0.39 0.22 0.01
H 1.5155 4.0035 -3.5074 -0.02 0.00 0.02
H 3.0875 3.2408 -3.2564 -0.02 0.02 -0.01
H 2.2000 3.8568 -1.8547 0.00 -0.03 0.01
```
Positions in Å, forces in eV/Å.

Charge ... -1
Orbital gap ... 6.269 eV
E_tot ... -83218.7534 eV
ΔE to the lowest compared entry with this formula, charge and spin ... 14.73 kcal/mol